The following is a DFT calculation (ωB97M-V/def2-TZVPD) of a 9-piece molecular cluster, C18H55BO13PS8 overall at a distorted geometry.

Calculated values
ΔE to the lowest compared entry with this formula, charge and spin	0.0	kJ/mol
F_max	2.8	eV/A
total charge	-1
gap between HOMO and LUMO	6.21	eV

Each line ends with the Löwdin charge.
Element x y z (Å)
O1 3.666 0.160 -0.194  -0.367
P1 4.043 1.491 0.424  0.660
O2 4.565 2.503 -0.832  -0.217
O3 2.619 2.221 0.963  -0.195
B1 5.377 1.485 1.858  -0.773
O4 5.813 0.188 2.353  -0.063
C1 4.646 -0.272 2.994  -0.219
C2 4.185 1.007 3.777  -0.197
O5 4.661 2.102 3.009  -0.127
H1 5.512 2.485 -0.761  0.021
H2 2.850 3.134 1.115  0.037
H3 6.362 2.118 1.533  0.082
H4 4.749 -1.066 3.743  0.114
H5 3.955 -0.690 2.258  0.084
H6 4.845 1.007 4.655  0.113
H7 3.135 1.020 4.076  0.088
C3 0.564 3.403 -3.425  -0.295
S1 1.799 2.091 -3.516  0.838
O6 1.527 1.324 -4.771  -0.576
C4 1.146 1.134 -2.142  -0.255
H8 0.758 4.110 -4.230  0.057
H9 -0.434 2.977 -3.544  0.034
H10 0.650 3.910 -2.464  0.064
H11 0.108 0.863 -2.346  0.053
H12 1.216 1.720 -1.225  0.042
H13 1.749 0.235 -2.032  0.046
C5 3.155 -3.417 0.969  -0.260
S2 1.784 -3.914 2.026  0.784
O7 1.809 -3.042 3.235  -0.558
C6 2.472 -5.509 2.502  -0.285
H14 2.953 -2.416 0.585  0.037
H15 4.082 -3.402 1.543  0.061
H16 3.238 -4.117 0.136  0.050
H17 3.439 -5.368 2.986  0.055
H18 2.575 -6.138 1.619  0.040
H19 1.780 -5.980 3.196  0.038
C7 -2.101 -7.102 2.140  -0.276
S3 -0.975 -7.668 0.857  0.808
O8 0.396 -7.656 1.446  -0.562
C8 -1.122 -6.185 -0.155  -0.261
H20 -2.141 -7.857 2.924  0.047
H21 -1.737 -6.161 2.551  0.042
H22 -3.094 -6.963 1.714  0.054
H23 -0.832 -5.311 0.428  0.043
H24 -2.151 -6.085 -0.501  0.054
H25 -0.457 -6.293 -1.011  0.049
C9 -3.958 -1.651 3.374  -0.266
S4 -2.918 -3.115 3.263  0.814
O9 -3.311 -3.846 2.020  -0.575
C10 -3.676 -3.986 4.648  -0.272
H26 -3.682 -0.974 2.567  0.029
H27 -5.006 -1.934 3.269  0.058
H28 -3.792 -1.158 4.331  0.058
H29 -4.743 -4.116 4.463  0.054
H30 -3.515 -3.416 5.563  0.052
H31 -3.199 -4.961 4.739  0.040
C11 -4.124 0.249 -0.870  -0.267
S5 -5.113 1.376 0.125  0.809
O10 -4.744 1.134 1.552  -0.563
C12 -6.683 0.533 -0.161  -0.271
H32 -3.085 0.564 -0.801  0.051
H33 -4.227 -0.768 -0.488  0.057
H34 -4.450 0.304 -1.907  0.049
H35 -6.615 -0.504 0.173  0.053
H36 -6.925 0.572 -1.224  0.050
H37 -7.454 1.050 0.407  0.043
C13 2.947 0.620 -7.918  -0.272
S6 2.893 -0.285 -9.471  0.797
O11 3.887 0.342 -10.391  -0.570
C14 1.266 0.310 -9.966  -0.282
H38 3.907 0.429 -7.444  0.054
H39 2.839 1.687 -8.108  0.059
H40 2.147 0.272 -7.264  0.043
H41 1.274 1.399 -10.021  0.054
H42 0.523 -0.027 -9.244  0.051
H43 1.036 -0.104 -10.946  0.043
C15 0.511 3.880 4.310  -0.264
S7 2.069 3.767 5.208  0.823
O12 2.282 2.333 5.537  -0.532
C16 1.480 4.580 6.708  -0.282
H44 0.645 3.390 3.346  0.047
H45 -0.276 3.375 4.871  0.056
H46 0.256 4.929 4.156  0.048
H47 0.628 4.034 7.115  0.052
H48 1.198 5.608 6.477  0.045
H49 2.293 4.580 7.433  0.045
C17 -4.843 5.372 -3.182  -0.272
S8 -3.738 3.952 -3.284  0.828
O13 -3.973 3.128 -2.063  -0.583
C18 -2.220 4.882 -3.009  -0.263
H50 -5.865 5.014 -3.285  0.047
H51 -4.723 5.863 -2.216  0.058
H52 -4.616 6.066 -3.991  0.051
H53 -2.277 5.405 -2.055  0.069
H54 -2.077 5.591 -3.825  0.064
H55 -1.391 4.178 -2.991  -0.022

The following is a DFT calculation (ωB97M-V/def2-TZVPD) of a 9-piece molecular cluster, C27H63N9O9 overall at a distorted geometry.

Calculated values
ΔE to the lowest compared entry with this formula, charge and spin	293.9	kJ/mol
F_max	4.4	eV/A
total charge	-1
multiplicity	2
gap between HOMO and LUMO (spin up / spin down)	1.83 / 9.17	eV
expectation value of S²	0.750

Each line ends with the Löwdin charge.
Element x y z (Å)
C1 -2.137 8.947 2.965  -0.020
C2 -1.955 7.489 2.745  -0.643
O1 -2.912 6.779 2.896  0.035
N1 -0.908 6.977 2.148  0.010
C3 -0.724 5.631 1.533  -0.095
H1 -2.060 9.530 2.047  0.078
H2 -1.380 9.458 3.560  0.074
H3 -3.136 9.079 3.379  0.083
H4 -0.109 7.561 1.946  0.125
H5 -0.045 5.633 0.680  0.053
H6 -1.646 5.239 1.103  0.066
H7 -0.440 4.997 2.373  0.070
C4 2.121 3.139 3.917  -0.017
C5 3.236 3.195 2.968  -0.566
O2 4.342 3.680 3.223  0.012
N2 2.910 2.689 1.760  0.024
C6 3.606 2.778 0.436  -0.075
H8 1.434 2.365 3.574  0.056
H9 1.428 3.980 3.891  0.074
H10 2.282 2.995 4.985  0.087
H11 2.275 1.906 1.691  0.056
H12 2.903 3.197 -0.285  0.042
H13 3.914 1.815 0.029  0.064
H14 4.559 3.304 0.470  0.073
C7 -1.638 -7.340 -4.204  -0.003
C8 -1.796 -6.177 -3.175  -0.538
O3 -2.342 -6.520 -2.118  -0.001
N3 -1.331 -4.952 -3.360  0.012
C9 -1.365 -3.861 -2.390  -0.053
H15 -0.602 -7.292 -4.541  0.063
H16 -2.235 -7.180 -5.101  0.069
H17 -1.836 -8.333 -3.800  0.077
H18 -0.587 -4.791 -4.024  0.134
H19 -2.248 -4.018 -1.771  0.090
H20 -1.479 -2.922 -2.931  0.064
H21 -0.437 -3.790 -1.821  0.061
C10 2.642 -5.952 -1.002  -0.011
C11 1.675 -6.360 0.087  -0.595
O4 1.978 -7.304 0.808  0.031
N4 0.704 -5.513 0.275  0.010
C12 -0.274 -5.761 1.292  -0.061
H22 2.618 -6.708 -1.787  0.077
H23 3.672 -5.855 -0.660  0.082
H24 2.533 -5.024 -1.564  0.064
H25 0.592 -4.740 -0.366  0.102
H26 -1.194 -5.248 1.013  0.084
H27 0.212 -5.473 2.224  0.091
H28 -0.572 -6.810 1.317  0.090
C13 5.538 -1.827 -5.941  -0.025
C14 5.176 -1.340 -4.506  -0.536
O5 4.761 -2.120 -3.641  0.012
N5 5.055 -0.004 -4.433  -0.011
C15 4.564 0.710 -3.275  -0.126
H29 6.181 -1.043 -6.341  0.056
H30 4.827 -2.064 -6.733  0.075
H31 6.227 -2.669 -5.876  0.071
H32 5.089 0.483 -5.317  0.121
H33 5.346 1.100 -2.623  0.079
H34 3.767 0.091 -2.862  0.064
H35 4.051 1.653 -3.463  0.051
C16 1.247 -2.135 7.809  -0.005
C17 0.588 -1.586 6.543  -0.555
O6 -0.624 -1.384 6.506  0.009
N6 1.331 -1.424 5.422  -0.001
C18 0.759 -0.880 4.191  -0.062
H36 1.155 -1.272 8.468  0.083
H37 2.309 -2.303 7.627  0.062
H38 0.858 -3.087 8.170  0.081
H39 2.246 -1.844 5.348  0.129
H40 0.917 0.196 4.123  0.067
H41 -0.250 -1.293 4.191  0.084
H42 1.224 -1.251 3.277  0.067
C19 -3.709 -0.837 -2.531  -0.002
C20 -2.606 0.171 -2.649  -0.644
O7 -1.451 -0.178 -2.753  -0.002
N7 -3.046 1.379 -2.729  0.038
C21 -2.188 2.580 -3.003  -0.111
H43 -4.065 -0.964 -1.509  0.068
H44 -3.152 -1.771 -2.611  0.045
H45 -4.468 -0.893 -3.311  0.093
H46 -4.027 1.509 -2.527  0.059
H47 -2.146 3.227 -2.127  0.048
H48 -2.454 3.166 -3.883  0.061
H49 -1.185 2.279 -3.305  0.043
C22 1.542 -1.133 -0.849  0.015
C23 1.270 0.083 0.024  -0.481
O8 1.460 0.251 1.249  -0.030
N8 0.477 0.981 -0.583  0.009
C24 -0.078 2.156 -0.035  -0.115
H50 2.540 -1.047 -1.278  0.065
H51 0.876 -1.208 -1.709  0.065
H52 1.508 -2.107 -0.362  0.070
H53 0.353 1.037 -1.584  0.106
H54 0.021 2.156 1.051  0.075
H55 -1.167 2.174 -0.040  0.071
H56 0.413 2.993 -0.531  0.060
C25 -6.160 3.535 -0.059  -0.011
C26 -5.292 2.270 -0.315  -0.554
O9 -5.124 1.862 -1.432  0.039
N9 -4.900 1.707 0.774  0.014
C27 -4.014 0.613 0.932  -0.068
H57 -6.445 3.647 0.987  0.060
H58 -7.065 3.759 -0.624  0.076
H59 -5.567 4.441 -0.181  0.072
H60 -5.292 2.151 1.592  0.135
H61 -3.334 0.776 1.768  0.090
H62 -3.468 0.363 0.022  0.064
H63 -4.644 -0.273 1.018  0.088

The following is a DFT calculation (ωB97M-V/def2-TZVPD) of one molecule with the formula C3H5NO3 at a distorted geometry.

Calculated values
structure (SMILES)	C=C(OO)C(N)=O
ΔE to the lowest compared entry with this formula, charge and spin	455.3	kJ/mol
F_max	3.2	eV/A
total charge	0
gap between HOMO and LUMO	10.28	eV

Each line ends with the Löwdin charge.
Element x y z (Å)
C1 0.573 -1.306 -0.799  0.113
C2 -0.082 -0.320 -0.188  -0.277
C3 -0.292 -0.310 1.267  -0.523
N1 -0.238 0.968 1.709  0.183
O1 -0.344 -1.297 1.986  0.064
O2 0.073 1.059 -2.057  -0.021
O3 -0.765 0.727 -0.883  -0.093
H1 0.990 -1.291 -1.863  0.103
H2 1.075 -2.000 -0.104  0.087
H3 -0.016 1.540 0.899  0.110
H4 -0.251 1.142 2.695  0.120
H5 -0.722 1.088 -2.662  0.133

The following is a DFT calculation (ωB97M-V/def2-TZVPD) of C11H25IInO6 as an isolated structure at a distorted geometry.

Calculated values
F_max	1.6	eV/A
total charge	-1
gap between HOMO and LUMO	6.95	eV

Each line ends with the Löwdin charge.
Element x y z (Å)
C1 0.832 0.257 2.347  -0.141
C2 1.076 -0.057 0.826  -0.466
C3 2.303 0.833 0.397  -0.862
In1 1.370 2.761 -0.430  0.166
I1 3.373 -0.303 -1.152  0.546
H1 0.697 1.350 2.395  0.034
H2 -0.050 -0.300 2.693  0.060
H3 1.763 -0.001 2.876  0.061
H4 0.176 0.249 0.264  0.064
H5 1.265 -1.127 0.649  0.045
H6 2.955 1.050 1.261  -0.008
H7 2.542 4.116 -0.495  -0.161
H8 0.038 3.142 0.744  -0.128
H9 0.637 2.345 -2.005  -0.128
C4 1.368 1.450 -4.967  -0.075
C5 1.950 2.250 -6.113  -0.205
O1 1.204 2.050 -7.329  0.033
C6 0.080 2.751 -7.434  -0.619
O2 -0.350 3.535 -6.635  0.132
O3 -0.503 2.424 -8.594  -0.003
C7 -1.762 3.056 -8.799  -0.055
H10 1.274 0.397 -5.243  0.081
H11 1.995 1.529 -4.080  0.047
H12 0.370 1.802 -4.708  0.066
H13 2.964 1.907 -6.322  0.119
H14 2.011 3.311 -5.871  0.124
H15 -1.687 4.136 -8.676  0.093
H16 -2.503 2.647 -8.111  0.098
H17 -2.071 2.839 -9.819  0.088
C8 -3.000 -3.561 8.003  -0.069
C9 -3.182 -2.773 6.722  -0.218
O4 -1.925 -2.321 6.211  0.040
C10 -1.223 -3.236 5.543  -0.616
O5 -1.559 -4.370 5.333  0.121
O6 -0.077 -2.677 5.164  0.010
C11 0.813 -3.575 4.499  -0.037
H18 -2.426 -2.983 8.729  0.080
H19 -3.967 -3.816 8.439  0.077
H20 -2.450 -4.485 7.820  0.074
H21 -3.769 -1.877 6.920  0.122
H22 -3.716 -3.352 5.968  0.123
H23 0.320 -4.078 3.669  0.098
H24 1.204 -4.304 5.209  0.096
H25 1.640 -2.989 4.105  0.094

The following is a DFT calculation (ωB97M-V/def2-TZVPD) of a 2-piece molecular cluster, C5H9O5 overall at a distorted geometry.

Calculated values
ΔE to the lowest compared entry with this formula, charge and spin	1026.7	kJ/mol
F_max	4.0	eV/A
total charge	0
multiplicity	2
gap between HOMO and LUMO (spin up / spin down)	6.44 / 6.62	eV
expectation value of S²	1.723

Each line ends with the Löwdin charge.
Element x y z (Å)
C1 -1.986 0.022 1.278  -0.422
C2 -0.537 -0.221 1.299  0.073
C3 0.441 -0.431 0.384  -0.145
C4 0.845 -1.786 -0.080  -0.006
O1 -4.438 -0.710 -0.745  -0.087
O2 -2.823 -0.532 0.502  -0.155
C5 0.918 0.729 -0.505  -0.387
O3 0.821 0.208 -1.780  0.005
O4 2.194 1.270 -0.203  -0.032
O5 2.391 2.198 -1.365  -0.017
H1 -2.392 -0.520 2.164  0.187
H2 -2.224 1.085 1.256  0.163
H3 -0.223 -0.163 2.314  0.123
H4 1.889 -2.075 0.149  0.102
H5 0.173 -2.520 0.395  0.099
H6 0.774 -1.754 -1.175  0.096
H7 0.119 1.493 -0.401  0.164
H8 0.963 0.900 -2.446  0.117
H9 3.093 2.806 -1.040  0.120

Number 1: E_tot -142821.208 eV. Number 2: E_tot -60859.006 eV. Number 3: E_tot -10820.969 eV. Number 4: E_tot -37371.275 eV. Number 5: E_tot -15552.991 eV.